No. 1
# C24H38N2O4

One molecule with the formula C24H38N2O4 (wB97M-V/def2-TZVPD, the Open Molecules 2025 dataset).

The calculation puts the frontier orbital gap at 9.03 eV. The calculation puts the energy above the lowest of the compared OMol25 structures with the same formula, charge and spin at 0.000 eV. For the highest occupied orbital energy, the calculation gives -8.2723 eV. For the total energy, the calculation gives -1347.798293 Ha. As for the LUMO energy: 0.8 eV.

```
! RIJCOSX wB97M-V def2-TZVPD def2/J DEFGRID3
* xyz 0 1
H -1.71156 -0.91534 -2.93930
N -0.70485 -1.29100 -1.12163
H -5.21773 -1.64007 2.87982
C 0.76746 0.66450 -1.13127
C 4.22998 -1.42087 1.26594
H 7.18296 0.07102 -1.33377
C -2.66173 0.39310 1.64186
O 6.55591 -1.03942 0.98514
C -3.24793 1.79996 1.75205
C -0.57206 -2.52086 -0.35916
C 2.60452 0.18799 0.51294
H -3.07634 1.73122 -0.88344
H 1.55943 1.16340 -1.70033
C -0.66691 -3.68446 -1.37019
C 1.17011 0.64569 0.37010
H 1.35568 2.58249 0.42342
H -3.35337 -0.26998 3.56247
C 0.53869 -0.75807 -1.66674
C -3.36267 -0.63371 2.53206
C 2.91622 -1.02017 1.12454
H -2.16952 3.33828 -2.53144
H 7.48419 0.67735 1.65079
C 3.63437 0.98065 0.02831
H -0.76568 -3.06446 -3.45509
H -1.61169 0.44241 1.93801
H -2.78747 -1.56352 2.50868
H -1.28085 0.91165 -1.08023
H -1.20212 -4.53177 -0.94628
H -2.64789 3.81746 1.27686
H -1.40765 2.60436 0.99388
H 3.43955 1.92554 -0.45563
N -0.44477 1.42142 -1.31856
H -3.20387 2.10947 2.79839
H 8.47853 -0.49607 0.73478
H -2.68679 -1.60230 -1.62662
H -4.65921 -0.87133 -0.02150
C 7.50277 -0.01203 0.79540
C -1.40428 -3.07321 -2.57191
H 2.12670 -1.64441 1.51502
C -4.80771 -0.94823 2.13970
C -1.84026 3.39720 -1.48983
C -0.45899 2.76538 -1.41639
H 0.50528 -0.04455 0.90056
H -4.29731 1.80188 1.45022
C -4.93331 -1.57875 0.75727
H 0.49527 -0.71331 -2.75928
H -4.28875 -2.45215 0.67633
H -5.95903 -1.89349 0.57748
H -5.40833 -0.03823 2.17925
C -1.70882 -1.63112 -2.11785
H -2.68940 0.04952 0.60729
H -1.41141 -2.56472 0.34140
O 0.56261 3.42418 -1.50805
H -2.31635 -3.61276 -2.81849
C -2.88859 2.76264 -0.57672
H 7.91665 1.55646 -0.65669
H 0.35466 -2.53108 0.21096
H 4.48469 -2.34888 1.75244
C -2.47571 2.80829 0.89743
H -3.83158 3.30060 -0.70457
H 1.39838 -1.37469 -1.38986
O 0.94930 1.89727 0.97253
C 4.95784 0.58295 0.15342
H 0.32918 -4.02159 -1.65548
C 5.26241 -0.62149 0.79462
C 7.18640 0.76512 -0.48159
H -1.71795 4.45330 -1.24351
O 5.93070 1.39530 -0.36997
*
```



No. 2
# C24H38N2O7PS

A 2-piece molecular cluster, C24H38N2O7PS overall at a distorted geometry (wB97M-V/def2-TZVPD, the Open Molecules 2025 dataset).

The calculation puts the frontier orbital gap at 6.94 eV. For the highest occupied orbital energy, the calculation gives -11.2958 eV. For the total energy, the calculation gives -2312.865539 Ha. As for the LUMO energy: -4.4 eV.

```
! RIJCOSX wB97M-V def2-TZVPD def2/J DEFGRID3
* xyz 1 1
H -1.08564 -0.64968 4.53193
C -3.48806 -3.64815 -3.21161
H -4.18087 -2.57526 -7.74268
C 4.34686 1.10335 2.57720
H -2.54560 -3.61571 -6.30784
H -0.36563 -0.46388 6.13511
C 0.86855 0.49221 0.35095
C -2.31208 -2.61591 -6.66512
C 3.05664 0.81306 3.29347
C 0.09777 1.87049 -1.48216
H 3.90618 4.77827 2.30203
H -2.93223 1.54890 2.87468
H 2.50393 1.28783 -2.40236
H -0.75007 2.15529 4.84896
O -0.02961 -2.39191 -4.09553
N 0.84284 -0.05620 3.27640
H 1.75410 -1.25254 1.15372
H 1.57380 -2.14739 -1.15123
H 4.23869 1.15972 6.06758
O 3.94999 1.70908 5.32800
C -1.21810 1.73344 -1.08916
C -1.30520 1.36025 5.35314
C 1.72953 0.83776 5.26203
P -1.61230 -2.01057 -4.11638
C 1.03682 -2.68108 -1.93959
C 1.97411 -0.17914 1.16366
C 1.97507 3.86687 2.60949
C 0.85692 -1.79428 -3.15677
C -3.54972 -1.89648 -7.16929
C -4.69892 -3.14691 -3.97169
H -3.58391 -4.71945 -3.03400
H 2.95241 -0.03498 0.72983
H -1.61004 -2.74277 -7.48924
C -1.49588 0.97033 0.03399
C 1.96776 0.20397 2.62522
H -1.98564 2.23894 -1.65758
H 2.73175 2.57893 -1.26105
H 1.81652 -1.66394 -3.66153
H 1.61200 4.57174 1.86511
H 0.50642 -0.80223 -2.87039
H -1.31719 1.61511 6.40893
H -4.59597 -2.08720 -4.21700
H -4.12919 -1.48329 -6.34441
C 2.53034 1.50966 -1.33515
C 3.52008 3.81364 2.61854
C -2.70234 1.31095 4.78017
H 5.10823 1.30135 3.32807
H 1.54279 1.08313 6.29768
S 4.19929 2.55444 1.50074
H -2.52767 0.85454 0.34027
O -2.81440 0.82622 3.50477
C -0.53630 0.02510 5.18022
N 0.77428 0.28673 4.53537
H -3.42438 -3.16809 -2.23335
C 1.13777 1.26722 -0.78118
C 2.94287 1.12595 4.63994
H -0.73496 -0.22712 1.59087
C -0.47285 0.35566 0.72122
H 4.65585 0.22368 2.01725
O -1.82042 -1.26010 -2.86239
H 1.53768 2.88615 2.43560
H -5.60301 -3.27563 -3.37652
H 0.07633 -3.01689 -1.54853
O -2.27136 -3.47382 -3.93827
H -4.82489 -3.69751 -4.90504
O -1.60697 -1.84001 -5.68783
H 1.60793 -3.57358 -2.19982
O -3.64589 1.69097 5.41476
H -3.27219 -1.06286 -7.81451
H 3.84057 3.59545 3.63617
H 1.64497 4.23180 3.58579
H 0.31697 2.45716 -2.36591
H 3.31485 0.95926 -0.83372
*
```



No. 3
# C24H39AlN9O6P2

C24H39AlN9O6P2 as an isolated structure (wB97M-V/def2-TZVPD, the Open Molecules 2025 dataset).

The calculation puts the frontier orbital gap at 7.77 eV. For the highest occupied orbital energy, the calculation gives -10.5904 eV. For the total energy, the calculation gives -2807.600962 Ha. As for the LUMO energy: -2.8 eV.

```
! RIJCOSX wB97M-V def2-TZVPD def2/J DEFGRID3
* xyz 1 1
O 0.80199 1.81848 -0.86787
H -2.32694 -0.40556 -1.90064
Al 0.98856 1.82549 1.11479
C -2.36682 -0.88799 1.47407
H 1.72050 0.53957 -2.81092
C 1.43198 -7.90230 2.19900
H -1.90347 4.17970 -0.54249
C 1.12259 -8.91503 0.00713
H -1.69866 2.64654 -4.06775
N 1.10962 -5.20964 -0.18305
C 1.03712 -7.69091 -0.61807
H -2.24483 5.02296 -2.05795
C -1.02012 1.84126 -4.34119
H 1.35969 0.64886 -4.52842
H 0.40055 -0.43657 -3.50922
N -0.00292 1.64160 -3.29776
H -4.72887 1.81502 -0.99217
O 2.31435 1.10676 4.61364
H 0.43106 4.49999 0.46912
N -3.43956 1.99783 0.70704
H 1.58078 -7.98672 3.26808
H -0.53411 2.10061 -5.28236
H -4.67861 0.39737 0.07681
H -3.44250 -0.98756 1.64379
H 1.59347 -5.08606 2.96440
O -1.71145 1.80426 -1.28633
C 1.23035 -3.08464 1.00140
H -0.96433 5.60111 -0.99161
H 0.84778 -2.88674 3.12195
H 2.35089 3.86567 -0.86074
P -0.25163 2.27525 -1.83056
C 1.26243 -4.54911 0.93209
C 2.17887 1.42831 3.45828
H -3.89531 4.07434 0.75205
H 1.25423 4.24449 1.84682
H 4.20515 1.89249 2.85231
C 1.34063 -6.66668 1.55964
H 1.38328 -10.00026 1.84686
H -1.76299 -1.86588 -1.07514
N 1.15915 3.93045 0.88407
C -1.45250 4.70351 -1.37748
H 0.97175 5.38392 -2.37164
C 0.91722 0.52674 -3.53991
O 1.00481 1.77652 2.91470
H -1.60160 0.92797 -4.48898
N -2.07788 -0.22565 0.18803
C -3.57569 3.27125 1.42097
H 1.61330 -2.85804 -1.09488
C -4.64884 1.48607 0.04786
H -1.92867 -0.32775 2.29991
C 1.15300 -6.54624 0.17708
C 1.40459 -2.34277 -0.16660
P -2.01121 1.39517 0.25509
H 3.61572 0.33153 2.30419
N 2.87343 2.00816 1.20487
C 1.31910 -9.01750 1.39746
H -4.31897 3.15787 2.20787
H 1.46657 -0.37834 -0.99727
H -1.92255 -1.88224 1.46143
N 1.04805 -0.28862 1.01082
C -2.42983 -1.00644 -1.00049
C 2.46490 4.12639 0.18989
N -0.47235 3.86939 -2.07233
H -3.45743 -1.37344 -0.93931
H -0.08418 5.07879 -3.76100
C 0.98857 -2.38190 2.17460
C 0.45867 4.60633 -2.93935
C 0.89176 -1.00348 2.13659
H 0.88596 -7.59860 -1.68655
O -0.93071 1.97934 1.11515
H -2.62866 3.53803 1.88654
H 1.20517 3.93733 -3.36008
C 1.31290 -0.97362 -0.11346
H 0.64963 -0.45589 3.03747
H 1.03964 -9.82282 -0.57761
C 3.46556 3.17677 0.86471
H -5.51587 1.85516 0.58978
O 4.59642 3.55579 1.11861
H 2.84110 5.14171 0.27264
C 3.33793 1.38130 2.44109
N 1.39926 -5.36847 2.02040
*
```



No. 4
# C24H39ClF2N2O2P3S

An isolated ion of composition C24H39ClF2N2O2P3S and charge +1 at a distorted geometry (wB97M-V/def2-TZVPD, the Open Molecules 2025 dataset).

The calculation puts the frontier orbital gap at 5.49 eV. For the highest occupied orbital energy, the calculation gives -10.4443 eV. For the total energy, the calculation gives -3279.581618 Ha. As for the LUMO energy: -5.0 eV.

```
! RIJCOSX wB97M-V def2-TZVPD def2/J DEFGRID3
* xyz 1 1
H 7.01496 0.76854 0.21778
C -3.57989 3.40070 3.99471
O 2.74697 -1.79713 -0.80489
C -2.00739 -0.46792 -1.92453
C -2.11328 -0.93241 -3.39437
C 5.21006 1.05127 -1.14544
O -0.69382 -0.53528 4.06953
C 3.59598 -0.87272 -1.53653
C -2.25416 -3.00544 -4.86135
H 4.72410 3.16061 -0.44138
H 5.27747 2.98934 -2.20300
H 5.68623 0.55483 -2.04206
H 3.44815 0.72583 0.10735
H -1.27355 -2.61518 -5.26582
H -4.87372 1.84052 -0.46627
H -2.97198 -0.46668 -3.96299
H 5.83246 -0.61411 0.27755
C 2.36472 -2.07349 3.05067
F -4.30172 0.13583 -2.19672
H 6.46855 2.86181 -0.85068
C -0.87378 -0.54832 -0.99322
C 1.39745 -0.79922 0.95216
H -3.08303 -0.85682 3.91752
C -3.49015 2.87947 2.49484
H 2.71623 -1.60617 4.01706
C 2.84439 1.62479 -1.89883
C 1.51784 -1.23275 -0.46593
H -3.04503 -2.52146 -5.50182
H 1.82176 1.19875 -2.05507
H 2.72019 2.62721 -1.41607
H -5.70978 0.16372 2.49590
H -0.29854 1.70544 3.24814
S 1.35873 -0.36842 -4.40461
H -2.57851 3.58338 4.45644
H -4.15741 2.64800 4.59666
C -3.37451 0.54869 -0.12601
H -2.84230 3.57321 1.88596
H -1.22938 -0.71391 -4.04556
H -2.35530 -4.11303 -4.95225
H 3.40060 1.77286 -2.86770
N -3.19336 0.05910 -1.42511
H -5.62480 -1.25918 3.58090
C 5.92759 0.50746 0.17728
H -0.06946 -2.63495 -3.72159
C 0.13102 -0.18180 1.42228
H 5.44708 0.97664 1.08721
N -4.66811 1.10835 0.22700
H -5.35321 0.35091 0.10205
C -5.03064 -0.67407 2.81906
P 0.88994 -1.78580 -3.11773
H 1.47064 0.36679 3.78294
H 3.55885 -1.30369 1.37316
C 5.40754 2.61370 -1.14754
F 3.14400 -3.24275 2.90246
H -4.76522 -1.33279 1.94854
C 0.41987 -1.13313 -1.44741
H -4.16354 0.45285 4.48324
C -3.77652 -0.04933 3.55003
C -2.50531 -2.49062 -3.37061
H 2.08041 -2.57944 -3.00820
P 0.17648 0.35253 3.20143
C -0.98124 -0.07181 0.44245
H 3.37575 -0.80801 -2.64048
H -1.92271 -3.06874 -2.61158
Cl -4.26565 -2.77650 -3.03285
C -2.28422 0.50357 0.87439
H 1.27120 -2.28762 3.15371
H -4.21914 4.33026 3.99204
P -2.75972 1.15904 2.55304
C 3.66828 0.60406 -0.98164
H -4.53083 2.92544 2.06469
H 2.83792 -0.00197 2.36805
H 4.64243 -1.29164 -1.47179
C 2.62508 -1.01120 1.91138
*
```



No. 5
# C24H40Br2FN4O4

A 2-piece molecular cluster, C24H40Br2FN4O4 overall at a distorted geometry (wB97M-V/def2-TZVPD, the Open Molecules 2025 dataset).

The calculation puts the frontier orbital gap at 6.27 eV. For the highest occupied orbital energy, the calculation gives -11.6740 eV. For the total energy, the calculation gives -6705.752615 Ha. As for the LUMO energy: -5.4 eV.

```
! RIJCOSX wB97M-V def2-TZVPD def2/J DEFGRID3
* xyz 1 1
H -5.63301 1.56451 0.08822
H -0.95329 -4.04347 1.28398
C 0.24726 -0.70557 0.39029
H -4.83075 -2.58905 -0.91074
C -1.62239 2.55893 -0.50931
C 1.12090 1.96697 -0.84651
H 4.39868 -3.28856 1.91704
C 3.12639 -3.41310 -4.66032
H -4.82079 -1.38882 0.89275
H 3.13655 -3.07418 -5.69790
C -0.00568 -2.83725 2.90746
N 1.84964 4.24363 1.06325
H -1.23962 -2.24686 -0.50291
C 2.50378 2.49173 -0.33397
C -0.62216 4.81138 1.52109
O -6.08139 -0.79643 -0.78895
H -4.35534 -1.16877 -2.04356
Br 3.61460 -2.82166 -1.89972
H -3.62610 0.91579 -1.03304
H -1.81399 1.42280 1.52524
C 3.27363 -3.02121 1.81186
H 5.01800 -2.58449 -3.94936
C -5.60018 -0.60857 0.58092
C -0.16479 -3.19163 1.34410
H -2.08083 3.60980 -0.70044
N 2.85147 3.55043 0.52901
H -4.96152 1.23846 1.84879
C 3.93982 1.77373 -2.49538
C 1.04666 -0.65723 -1.00515
H -5.85143 -2.18365 -2.39063
H 2.96103 -3.46129 0.78131
O -1.54920 5.41759 0.93981
H 2.08120 5.01063 1.73039
H 0.77887 -3.60955 0.84522
H -3.09903 2.73550 1.23101
H -0.50503 -3.69871 3.50291
H -0.36221 0.23071 0.63881
H -6.52193 -0.74530 1.27227
H -3.06854 -0.26878 0.25734
H 1.84943 -1.64342 3.42345
C -2.45301 1.91875 0.71660
C 3.79130 1.66776 -0.90172
C -3.47018 0.80249 0.11273
H -1.79896 1.96608 -1.47027
C 0.84918 0.73939 -1.83031
C 1.51421 -2.74461 3.43615
F -1.49021 2.58220 3.67950
H -0.62870 -1.89514 3.18047
H 4.26879 0.81052 -4.15851
H -0.26868 0.73856 -2.14743
H 3.78544 2.71514 -3.12569
N 4.21778 0.64106 -3.13784
C -0.06806 2.82498 -0.19443
N -0.48406 4.81505 3.02463
H 3.14067 -1.88730 1.72514
H 2.09317 -3.51765 -4.32732
H 1.48341 -3.04250 4.55927
H -1.68222 -1.56996 1.15189
H 4.77603 2.10072 -0.46114
H 1.44115 0.76960 -2.81526
H 3.64933 -1.45099 -3.95141
Br 3.89347 -5.20396 -4.70442
H 3.77036 0.56801 -0.53227
H 2.16440 -0.79827 -0.77453
H -0.49248 5.79695 3.37491
C -1.54512 4.02751 3.66254
H 1.01788 -0.83189 1.24384
O -2.52698 4.54146 4.26580
H 0.73949 -1.55780 -1.66442
C -5.23720 -1.71130 -1.52838
C 3.94330 -2.48821 -3.79164
C -4.96390 0.88905 0.75412
C 0.49871 3.91179 0.75589
O 2.43585 -3.66358 2.80402
C -0.79292 -1.95893 0.51088
*
```



No. 6
# C24H40Cl2F3N5O5P2

C24H40Cl2F3N5O5P2 as an isolated structure at a distorted geometry (wB97M-V/def2-TZVPD, the Open Molecules 2025 dataset).

The calculation puts the frontier orbital gap at 9.24 eV. For the highest occupied orbital energy, the calculation gives -9.0327 eV. For the total energy, the calculation gives -3491.251299 Ha. As for the LUMO energy: 0.2 eV.

```
! RIJCOSX wB97M-V def2-TZVPD def2/J DEFGRID3
* xyz 0 1
F -1.33877 -3.65665 -2.17668
C 1.68526 -2.17082 3.54019
H 0.92278 -3.63842 4.90781
H 6.06162 1.99302 7.08424
C -1.99442 -2.87628 -1.29468
C -7.52083 6.11819 -1.60339
H 3.28167 3.05738 -5.26618
O -2.41419 -1.77075 -1.99376
N 4.22009 1.00760 -3.07760
H 2.19951 5.22583 -2.36722
Cl 1.39413 0.51166 0.93972
C 3.10740 1.91360 5.36373
C -6.85308 3.73594 -1.81239
H -7.47007 7.06443 -2.14374
C 4.42300 1.52042 4.86200
H 1.39452 -4.51921 2.01891
C 3.74413 4.41189 -3.64130
P -5.27164 1.07648 -1.43774
H 3.75777 5.29584 -4.28130
N 1.15839 -6.53417 0.79558
H 2.48278 -4.06164 4.22907
H 1.36118 0.66770 -2.08260
O -3.43036 -0.89756 0.21653
H -5.91445 5.30810 -2.79998
H 4.30160 1.06843 3.87543
H -9.36004 6.65855 -0.60911
H 5.04487 2.40720 4.72945
C 1.23223 -5.85964 -2.62886
H 4.51325 1.39035 7.69082
F -3.00537 -3.58897 -0.82021
C 4.15646 1.96382 -3.70866
C 4.05323 3.18456 -4.50484
C -1.01947 0.70556 -0.17859
H 0.15823 -5.70374 -2.52178
H 2.35191 3.47565 -2.25846
H -0.17194 -4.06668 2.69436
C 0.81361 -4.47456 2.93196
O -6.12446 0.35868 -0.49808
C 1.51224 -6.01379 -0.16431
N -6.80994 2.72185 -1.27302
H 4.50916 -0.37223 5.90600
H 1.58302 4.21026 -3.67304
C 0.82392 -0.15981 -1.62033
C 1.50778 -7.33242 -2.91210
C 2.38982 4.32242 -2.94598
H 0.99389 -7.64683 -3.82043
O -1.90072 0.60558 -1.23722
H 3.03771 -5.47925 -1.49494
C -6.92321 5.02195 -2.49433
H 2.11889 -1.58112 4.35083
H -7.51143 4.91606 -3.40769
C -8.96934 5.84251 -1.21548
C 0.25499 0.35811 -0.33731
P -3.02233 -0.53866 -1.11925
C 5.12217 0.52385 5.79249
N 3.23696 -2.01053 1.44833
H -6.91725 6.23446 -0.70196
Cl -1.57992 1.33792 1.32436
H 4.99539 3.33796 -5.03346
H -5.91188 1.43646 -2.61309
H 6.05672 0.21221 5.32334
H -4.59515 2.16845 -0.88153
H -9.05726 4.92530 -0.63124
F -1.13145 -2.57915 -0.32448
H 4.52826 4.54811 -2.89489
H 1.78698 -4.27241 -1.27465
H 1.55542 -5.26624 -3.48605
H 0.68093 -5.49390 3.28730
H 1.50610 -0.98644 -1.45100
C 2.55121 -2.06437 2.36740
C 1.96052 -5.34502 -1.38320
H 0.02869 -0.48568 -2.28384
O -4.15166 -0.01697 -2.07717
H -9.60069 5.74636 -2.10050
C 1.51134 -3.62490 3.98842
H 0.71246 -1.72818 3.31590
C 5.42781 1.10825 7.16723
N 2.07870 2.22003 5.76960
H 1.15550 -7.96567 -2.09654
H 2.57587 -7.51240 -3.04841
H 5.94919 0.37610 7.78353
*
```